1.
Molecular formula: C39H43AsF6HfN3O7PS3
Method: DFT, ωB97M-V/def2-TZVPD

Positions of all 104 atoms, in Å:
1 Hf 0.4715 0.0870 2.0054
2 As 4.0035 -1.1428 -3.3362
3 S -2.6556 -1.6068 1.8256
4 S 2.1358 -2.6380 3.0723
5 S 1.4599 -0.6021 4.6014
6 P 0.3325 -0.1305 -0.7173
7 F 3.3103 -0.9121 1.4704
8 F 4.1952 -2.8877 1.4958
9 F 1.2835 -0.7557 7.1755
10 F 3.2196 -0.1079 6.4391
11 F 4.5368 -1.5315 3.1526
12 F 1.5274 1.2468 6.3747
13 O -1.3958 -0.6892 1.7819
14 O 1.5280 1.8109 1.3399
15 O 2.0634 0.2956 3.5803
16 O 1.0576 -2.0189 2.2435
17 O -2.5399 2.2142 3.1431
18 O 2.2115 -4.0455 3.0597
19 O 0.0168 -0.5061 4.3961
20 N -1.4730 4.1425 2.5695
21 N 2.0733 -2.0305 4.5329
22 N -0.4071 2.0750 2.3405
23 C -0.6108 -1.5265 -1.3632
24 C -0.6696 1.3551 -1.0155
25 C -1.5431 2.7528 2.7172
26 C 2.6600 -1.2140 -1.8618
27 C 3.6817 -1.9472 2.2507
28 C 3.2194 -0.2150 -5.9666
29 C -1.4116 -1.3893 -2.4962
30 C -3.7020 -0.8471 3.0859
31 C -5.1489 -0.7726 2.6082
32 C 1.8207 0.0526 -1.7481
33 C -2.7772 2.5167 -0.8217
34 C 2.7610 -0.8502 -4.8134
35 C -2.0695 -2.4956 -3.0138
36 C 4.3873 3.1043 -3.1420
37 C 2.3940 -0.0750 -7.0730
38 C 5.4585 3.2506 -2.2690
39 C -3.7196 -4.6923 1.5739
40 C 1.0998 -0.5778 -7.0469
41 C -1.9202 -3.7401 -2.4154
42 C 5.6523 0.8590 -2.1247
43 C 1.4686 -1.3699 -4.8046
44 C -0.4617 -2.7789 -0.7657
45 C -3.2346 -4.0645 2.8783
46 C -0.0896 2.5075 -1.5451
47 C 4.5706 0.7005 -2.9889
48 C 0.7037 4.0664 1.5923
49 C -1.1122 -3.8845 -1.2958
50 C 3.9437 1.8372 -3.4982
51 C 6.0912 2.1257 -1.7603
52 C -5.3286 0.1899 1.4387
53 C -2.0220 1.3670 -0.6611
54 C 0.6450 2.6762 1.7395
55 C -0.8539 3.6545 -1.7134
56 C -2.1922 3.6640 -1.3462
57 C -0.3898 4.7449 2.0342
58 C 1.9208 -0.0088 6.3067
59 C -2.0831 -3.0775 2.6833
60 C -2.6575 4.9042 2.9804
61 C 0.6409 -1.2302 -5.9118
62 H -4.5258 -5.3978 1.7664
63 H -2.4255 -4.6022 -2.8309
64 H 0.1833 -2.8958 0.0971
65 H -4.0944 -3.9452 0.8702
66 H 1.5533 4.5564 1.1457
67 H 3.9076 3.9800 -3.5618
68 H 0.9520 2.5169 -1.8416
69 H -2.9097 -5.2367 1.0859
70 H -0.9762 -4.8596 -0.8455
71 H -2.7871 4.5567 -1.4917
72 H -2.4904 0.4666 -0.2833
73 H -1.6361 -2.7444 3.6216
74 H 0.4591 -0.4740 -7.9124
75 H 2.0507 -2.1031 -2.0310
76 H 6.1706 -0.0150 -1.7448
77 H 3.2369 -1.3895 -0.9540
78 H -0.4020 4.5386 -2.1446
79 H 2.4124 0.8689 -1.3298
80 H 1.0934 -1.9058 -3.9397
81 H -1.3093 -3.4946 2.0359
82 H -2.9270 4.6337 3.9972
83 H -0.3591 -1.6463 -5.8920
84 H -3.5802 -1.4144 4.0085
85 H -5.7430 -0.4417 3.4618
86 H 3.1172 1.7388 -4.1914
87 H -3.2697 0.1489 3.2167
88 H -2.6930 -2.3876 -3.8917
89 H 1.4634 0.3729 -2.7317
90 H 5.8120 4.2385 -2.0040
91 H -4.7949 -0.1545 0.5477
92 H 2.7658 0.4207 -7.9602
93 H -0.4469 5.8233 1.9618
94 H -4.0589 -3.5775 3.4054
95 H 4.2300 0.1752 -6.0059
96 H -3.4936 4.6721 2.3242
97 H -4.9568 1.1829 1.7012
98 H 6.9404 2.2325 -1.0978
99 H -1.5189 -0.4240 -2.9765
100 H -3.8275 2.5118 -0.5586
101 H -5.5194 -1.7679 2.3477
102 H -2.4283 5.9644 2.9280
103 H -6.3798 0.2787 1.1702
104 H -2.8711 -4.8393 3.5542

## Properties
energy above the lowest of the compared OMol25 structures with the same formula, charge and spin = 0.00 kJ/mol
frontier orbital gap = 0.23545 Eh
E = -180179.2501 eV
LUMO energy = -5.8 eV
highest occupied orbital energy = -12.25 eV
net charge = +2

2.
Molecular formula: C39H43AsN2OPtS2
Method: DFT, ωB97M-V/def2-TZVPD

Positions of all 89 atoms, in Å:
1 Pt 0.2100 0.4296 -0.0434
2 As 1.8299 1.6196 -1.6122
3 S -1.7960 -1.8670 1.5726
4 S -0.2064 -3.2701 -2.8450
5 O -1.5180 -0.3775 1.3557
6 N -0.2874 -1.1574 -1.4070
7 N 0.4722 1.7891 1.5062
8 C -1.9165 3.4565 0.5159
9 C -2.4672 2.7149 2.8526
10 C -1.7396 -2.0783 3.3437
11 C 0.3974 1.0949 -4.0491
12 C 1.7370 0.0994 3.7458
13 C 1.7718 2.5823 3.3190
14 C -3.9138 -1.7288 -3.3315
15 C -1.6874 -2.3696 -2.8188
16 C 3.5767 4.7844 0.5063
17 C -2.8792 -2.6239 -3.4976
18 C 3.7756 -0.4455 -1.1146
19 C 1.0217 3.5200 -5.2510
20 C 0.4860 -2.1392 -1.7803
21 C 1.1667 2.0348 -3.3688
22 C 2.5093 5.6690 0.6201
23 C -2.6020 -0.3525 -1.8309
24 C 4.3831 1.1250 -2.8411
25 C 2.0426 3.6463 4.1372
26 C -0.2825 3.8093 2.5255
27 C 4.9739 -1.1200 -1.3016
28 C -0.0560 1.3699 -5.3295
29 C 3.4394 3.6086 -0.2166
30 C 3.4821 0.6782 -1.8789
31 C 1.4794 3.2509 -3.9690
32 C -1.5489 -1.2546 -1.9907
33 C 0.6371 2.6902 2.4198
34 C 2.2305 3.3268 -0.8315
35 C 2.5970 1.3172 3.3953
36 C 1.1719 4.2317 -0.7501
37 C -1.7018 3.7417 2.0011
38 C 3.4361 1.0628 2.1430
39 C 1.2380 4.7876 4.1400
40 C 5.8749 -0.6688 -2.2552
41 C 1.3064 5.3965 -0.0190
42 C -3.5561 -2.0454 1.3375
43 C 0.0785 4.8368 3.3652
44 C -3.7749 -0.5997 -2.5088
45 C 0.2553 2.5827 -5.9290
46 C 5.5804 0.4507 -3.0239
47 H -0.7087 -1.9319 3.6581
48 H -0.5765 5.6952 3.4497
49 H 3.0786 -0.7936 -0.3560
50 H 4.2699 2.9170 -0.2930
51 H -2.3188 2.8938 3.9168
52 H 5.2054 -1.9924 -0.7052
53 H -2.1353 4.7263 2.1931
54 H 1.1460 0.2779 4.6445
55 H -0.6504 0.6390 -5.8606
56 H 4.5212 5.0136 0.9817
57 H 2.8013 0.9014 1.2633
58 H 1.4804 5.6149 4.7926
59 H -2.9857 -3.4884 -4.1378
60 H 1.0464 -0.1440 2.9324
61 H -1.4499 2.5129 0.2051
62 H -4.8483 -1.8958 -3.8484
63 H 0.4756 6.0872 0.0460
64 H -2.1348 1.7020 2.6164
65 H -3.7617 -1.8870 0.2802
66 H -4.0711 -1.3028 1.9456
67 H 1.5136 -2.2300 -1.4575
68 H 1.2658 4.4631 -5.7200
69 H -3.8457 -3.0552 1.6237
70 H -3.5351 2.7829 2.6419
71 H 2.8945 3.5921 4.8029
72 H -2.5024 0.5125 -1.1849
73 H 4.0544 0.1745 2.2779
74 H 3.2947 1.4702 4.2221
75 H -2.0567 -3.0916 3.5857
76 H -2.3911 -1.3408 3.8097
77 H 4.1515 1.9898 -3.4519
78 H 0.2410 4.0149 -1.2596
79 H 2.0731 3.9890 -3.4437
80 H 6.8095 -1.1924 -2.4031
81 H 6.2834 0.7962 -3.7695
82 H 2.6220 6.5741 1.2013
83 H 2.3745 -0.7672 3.9241
84 H -4.6049 0.0858 -2.4086
85 H -0.0988 2.7973 -6.9278
86 H 0.1558 0.1424 -3.5897
87 H -2.9857 3.3605 0.3212
88 H 4.0902 1.9044 1.9222
89 H -1.5340 4.2547 -0.1146

## Properties
energy above the lowest of the compared OMol25 structures with the same formula, charge and spin = 78.31 kJ/mol
frontier orbital gap (alpha / beta) = 0.27802 / 0.19345 Eh
E = -131907.6112 eV
LUMO energy (alpha / beta) = -5.0 / -8.6 eV
highest occupied orbital energy (alpha / beta) = -12.57 / -13.91 eV
spin multiplicity = 5
net charge = +2

3.
Molecular formula: C39H43AsN2OPtS2
Method: DFT, ωB97M-V/def2-TZVPD

Positions of all 89 atoms, in Å:
1 Pt 0.0995 0.4458 0.0564
2 As 0.2154 -1.2193 1.8614
3 S 4.5072 -0.2907 -1.2270
4 S -2.0666 0.1572 -2.4624
5 O -1.3611 -0.5401 -1.2768
6 N 1.9874 -0.1893 -0.8312
7 N -0.0152 2.1793 -1.0877
8 C -2.2828 4.9114 -3.0810
9 C 4.3419 -1.7781 2.1095
10 C 3.5847 -1.7257 -1.5304
11 C -2.6369 4.5310 -1.7831
12 C 0.0553 -0.2668 3.5226
13 C 1.2884 -2.5002 -1.4403
14 C 3.0727 -1.2197 2.1257
15 C 1.9592 -2.0277 1.9068
16 C 0.7909 -0.6419 4.6426
17 C -3.7921 0.0954 -2.0233
18 C 3.3866 -3.9415 1.6557
19 C 2.2341 -1.4882 -1.2692
20 C -3.6030 3.5333 0.7808
21 C -1.0382 1.4509 4.8012
22 C -1.0285 -3.4793 3.0779
23 C 4.4976 -3.1384 1.8727
24 C -2.7307 -4.0539 0.9566
25 C -1.8668 3.6496 -1.0663
26 C 0.6100 0.0365 5.8389
27 C 1.7334 -3.7350 -1.8597
28 C 3.0813 0.5129 -0.7709
29 C -2.1645 3.2577 0.3616
30 C 2.1781 3.3901 -2.9618
31 C -0.3205 3.4980 -3.0573
32 C -0.3017 1.0801 5.9178
33 C -1.8894 -4.5616 3.1533
34 C 0.9214 2.9654 -3.7285
35 C -0.8592 0.7784 3.6024
36 C -0.6943 3.0911 -1.7194
37 C -2.7385 -4.8495 2.0918
38 C 3.0920 -3.9708 -2.1174
39 C -1.1385 4.4007 -3.6935
40 C -1.1923 3.9601 1.3202
41 C 0.8840 1.4546 -3.9637
42 C 2.1132 -3.3891 1.6702
43 C -1.0205 -2.6843 1.9346
44 C 4.0305 -2.9744 -1.9610
45 C -2.0264 -1.0858 -3.7371
46 C -1.8714 -2.9656 0.8737
47 H -1.3346 5.0404 1.2718
48 H -4.3758 0.4252 -2.8820
49 H 3.4079 -4.9506 -2.4481
50 H -3.5244 4.9557 -1.3360
51 H 5.2071 -1.1561 2.2955
52 H -0.1498 3.7463 1.0828
53 H -0.8864 4.7210 -4.6965
54 H -3.3976 -4.2794 0.1350
55 H 1.5094 -1.4510 4.5866
56 H 5.0769 -3.1560 -2.1634
57 H 2.2465 4.4746 -2.8817
58 H -0.3722 -3.2586 3.9115
59 H 0.0191 1.1711 -4.5663
60 H 1.1807 -0.2512 6.7112
61 H 1.0249 -4.5417 -1.9920
62 H -4.3288 3.0972 0.0930
63 H 3.0724 3.0300 -3.4712
64 H 2.9535 -0.1608 2.3308
65 H -3.4097 -5.6952 2.1542
66 H -3.9408 0.7856 -1.1941
67 H -1.7520 2.2612 4.8679
68 H -0.9869 -1.2050 -4.0375
69 H -2.6151 -0.7311 -4.5827
70 H -3.7987 4.6046 0.8439
71 H -2.4278 -2.0188 -3.3452
72 H 5.4874 -3.5749 1.8732
73 H 0.8569 0.8965 -3.0250
74 H -1.8999 -5.1800 4.0403
75 H -2.9006 5.6197 -3.6160
76 H -1.8743 -2.3336 -0.0048
77 H 0.9569 3.4425 -4.7105
78 H -3.7845 3.1158 1.7707
79 H 3.5085 -5.0030 1.4864
80 H -0.4395 1.6050 6.8531
81 H 0.2425 -2.3134 -1.2418
82 H 3.0948 1.5432 -0.4468
83 H 1.7797 1.1461 -4.5039
84 H -1.3787 3.6444 2.3463
85 H -4.0574 -0.9194 -1.7322
86 H 2.1721 2.9808 -1.9508
87 H 1.2485 -4.0228 1.5121
88 H -1.4422 1.0638 2.7319
89 H -1.9938 2.1695 0.4450

## Properties
energy above the lowest of the compared OMol25 structures with the same formula, charge and spin = 0.00 kJ/mol
frontier orbital gap (alpha / beta) = 0.31823 / 0.23626 Eh
E = -131908.4228 eV
LUMO energy (alpha / beta) = -4.8 / -7.5 eV
highest occupied orbital energy (alpha / beta) = -13.42 / -13.95 eV
spin multiplicity = 5
net charge = +2

4.
Molecular formula: C39H43BN5O6STa
Method: DFT, ωB97M-V/def2-TZVPD

Positions of all 96 atoms, in Å:
1 Ta 0.7785 1.0180 0.9361
2 S 0.5893 3.3430 -0.2030
3 O 2.4277 1.1346 0.0513
4 O 7.0626 0.7370 1.1159
5 O 2.5533 0.7696 2.6038
6 O 5.4394 1.0577 3.5993
7 O -0.1082 0.1094 2.2556
8 O 5.2830 1.6361 -1.0918
9 N -0.2101 4.0456 2.2970
10 N 0.4449 -1.0046 -1.6550
11 N 0.1507 5.7238 0.8227
12 N -0.1879 2.7168 2.5689
13 N -1.6317 -0.6356 -0.8290
14 C 1.8114 -1.0108 -2.0988
15 C -0.0949 -1.2713 4.2023
16 C -4.6383 -1.1157 1.3080
17 C 2.1835 -2.1457 0.9726
18 C -0.2473 -0.0393 3.5770
19 C -1.3677 -2.7734 1.3349
20 C -2.8558 -0.3715 -0.1221
21 C -1.7170 -1.4555 -1.9435
22 C 3.6467 0.9415 1.9730
23 C 2.7564 -1.8467 -1.4933
24 C -4.0171 1.9921 -2.5044
25 C -0.4826 -1.6805 -2.4315
26 C -0.5451 1.0957 4.3409
27 C -5.3169 0.0726 1.1213
28 C 4.9558 1.3025 0.0231
29 C 5.8975 0.9956 1.1903
30 C 4.0607 -1.8204 -1.9810
31 C 2.4690 -2.8292 -0.3683
32 C -3.0439 3.2669 -0.5671
33 C 1.5588 2.0904 -4.0511
34 C 5.0481 0.9905 2.4664
35 C 3.6375 1.1280 0.5964
36 C 0.9296 0.0378 -5.3591
37 C -3.5551 0.8305 -0.3417
38 C 1.1381 0.6228 -3.9569
39 C -0.7560 0.9517 5.7144
40 C 1.3730 -3.8405 -0.7202
41 C 0.1403 4.4049 1.1115
42 C -0.5673 2.4171 3.7615
43 C -0.2839 -1.3881 5.5664
44 C -2.8480 -2.7698 0.9562
45 C 3.4675 -0.2312 -3.6588
46 C -3.1214 -3.7695 -0.1784
47 C 2.1575 -0.2095 -3.2000
48 C -3.0849 1.9168 -1.2879
49 C -0.6336 -0.2776 6.3274
50 C -3.4229 -1.3803 0.6834
51 C 4.4215 -1.0217 -3.0490
52 C -4.7825 1.0278 0.2825
53 B -0.2464 -0.2736 -0.6188
54 H -2.3703 -3.6897 -0.9619
55 H -4.1079 -3.6124 -0.6174
56 H -2.6684 -1.7962 -2.3144
57 H 1.8485 0.1099 -5.9426
58 H -4.1462 1.0034 -2.9476
59 H -0.1854 -2.2801 -3.2760
60 H -2.5712 4.0172 -1.2010
61 H 1.5834 -4.3136 -1.6808
62 H 3.3904 -3.4010 -0.2354
63 H 1.2345 -1.6044 0.9499
64 H -5.3344 1.9412 0.1014
65 H 5.4440 -1.0110 -3.4004
66 H -6.2629 0.2451 1.6183
67 H 3.7512 0.3929 -4.4965
68 H 0.3945 -3.3687 -0.7772
69 H 4.8093 -2.4483 -1.5121
70 H 0.6461 -1.0146 -5.3048
71 H -3.4019 -3.1299 1.8262
72 H -0.8747 3.2430 4.4000
73 H -2.4760 3.1932 0.3590
74 H 0.7639 2.6800 -4.5127
75 H 1.3284 -4.6223 0.0408
76 H -3.6029 2.6617 -3.2602
77 H 2.9847 -1.4488 1.2308
78 H -0.9925 1.8315 6.3005
79 H -5.0721 -1.8721 1.9512
80 H 0.1862 -2.1303 3.6071
81 H 0.0636 6.3830 1.5763
82 H 2.1249 -2.8948 1.7651
83 H -1.0802 -3.7574 1.7116
84 H -2.0817 1.6824 -1.6479
85 H 0.5255 6.0270 -0.0575
86 H -0.1542 -2.3479 6.0481
87 H -1.1836 -2.0280 2.1062
88 H -4.0480 3.6132 -0.3151
89 H -5.0019 2.3656 -2.2197
90 H 1.7572 2.5000 -3.0635
91 H -3.0842 -4.7879 0.2124
92 H 2.4620 2.2069 -4.6517
93 H -0.7929 -0.3710 7.3927
94 H -0.7452 -2.5492 0.4729
95 H 0.1811 0.5875 -3.4351
96 H 0.1435 0.5798 -5.8884

## Properties
energy above the lowest of the compared OMol25 structures with the same formula, charge and spin = 82.39 kJ/mol
frontier orbital gap = 0.26243 Eh
E = -73943.1156 eV
LUMO energy = -1.2 eV
highest occupied orbital energy = -8.37 eV

What is the energy above the lowest of the compared OMol25 structures with the same formula, charge and spin in the first record?
0.00 kJ/mol